[1]
Below is a cluster of 2 separate species, C5H10O in total, with properties calculated with the ωB97M-V functional and the def2-TZVPD basis.

Summary:
Charge = 0
Kohn-Sham gap = 10.423 eV
Energy = -7393.09462 eV
LUMO = 0.93 eV

Each line ends with the Mulliken charge.
Positions of all 16 atoms, in Å:
C 1.257811 -0.940227 0.413437  -1.3528
C 0.353065 0.280251 0.453812  0.4077
C 0.658023 1.497722 -0.464031  -0.7034
C -0.817855 1.536116 -0.939275  -0.4346
C -0.995746 0.178596 -0.262350  0.2713
O -1.818237 -0.694163 -0.357228  -0.5262
H 0.826638 -1.762632 0.992810  0.3041
H 1.391458 -1.290734 -0.616331  0.3296
H 2.246319 -0.708480 0.824258  0.3590
H 0.186371 0.605425 1.489926  0.2768
H 1.026657 2.396328 0.035599  0.2936
H 1.347186 1.233070 -1.272107  0.2689
H -1.416789 2.314291 -0.453654  0.2301
H -1.016326 1.557232 -2.014533  0.2889
H -1.607372 -3.267110 1.371658  0.2194
H -1.668754 -2.669684 0.929305  -0.2323

Force components x, y, z for each atom (eV/Å):
C 0.023 -0.058 0.001
C 0.048 -0.087 0.082
C 0.181 0.119 -0.028
C -0.104 0.058 -0.087
C -0.373 -0.300 -0.046
O 0.408 0.451 0.021
H 0.062 0.129 -0.086
H -0.023 0.061 0.135
H -0.144 -0.027 -0.047
H -0.011 -0.031 -0.145
H -0.058 -0.143 -0.075
H -0.106 0.026 0.120
H 0.074 -0.124 -0.044
H 0.024 -0.006 0.157
H 0.001 0.020 -0.016
H -0.002 -0.086 0.060

***

[2]
Below is an isolated molecule of C5H10O at a distorted geometry, with properties calculated with the ωB97M-V functional and the def2-TZVPD basis.

Summary:
Charge = 0
Kohn-Sham gap = 10.316 eV
Energy = -7393.28306 eV
LUMO = 0.97 eV

Each line ends with the Mulliken charge.
Positions of all 16 atoms, in Å:
C 2.048690 0.146882 -0.551351  -1.2479
C 0.684007 0.644378 -0.292396  -0.5592
C -0.771372 -0.252708 -0.169100  0.4351
C -2.035093 0.351445 0.266440  -1.3880
C -0.199997 -1.122357 0.796776  -0.2055
O -0.657424 -1.289191 1.892827  -0.5380
H 2.771912 0.933192 -0.748209  0.3697
H 2.401306 -0.429219 0.301281  0.3542
H 2.032848 -0.533129 -1.403312  0.3082
H 0.391157 1.265743 -1.140685  0.3372
H 0.720632 1.326201 0.554740  0.3269
H -0.833484 -0.705357 -1.160734  0.3027
H -1.915545 0.959478 1.163426  0.2986
H -2.465826 0.987296 -0.501885  0.4065
H -2.746211 -0.441479 0.496419  0.3388
H 0.574405 -1.841182 0.495769  0.4609

Force components x, y, z for each atom (eV/Å):
C 0.406 -1.998 -0.019
C -3.261 2.528 -0.595
C 3.628 0.599 -1.526
C -0.692 1.316 0.188
C -0.784 -3.397 0.486
O -0.114 0.358 1.648
H -0.218 0.248 -0.017
H 0.332 -0.050 0.023
H 0.279 -0.056 -0.142
H 0.170 0.372 -0.005
H -0.304 -0.027 0.278
H 0.027 -0.247 0.115
H -0.003 -0.101 0.051
H -0.073 0.079 -0.136
H 0.012 -0.004 0.038
H 0.594 0.379 -0.387

***

[3]
Below is a cluster of 2 separate species, C5H10O in total at a distorted geometry, with properties calculated with the ωB97M-V functional and the def2-TZVPD basis.

Summary:
Charge = 0
Kohn-Sham gap = 9.841 eV
Energy = -7392.50232 eV
LUMO = 1.02 eV

Each line ends with the Mulliken charge.
Positions of all 16 atoms, in Å:
C 1.589102 0.770582 -1.432110  -0.6902
C 1.576629 0.675934 -0.109566  0.1047
C 1.502927 -0.481763 0.813485  -1.0149
H 1.724524 1.706864 -1.952723  0.2691
H 1.223739 -0.062535 -2.028632  0.2324
H 1.660149 1.633792 0.409382  0.2697
H 1.094694 -1.401561 0.376831  0.2089
H 2.503132 -0.820954 1.092672  0.3352
H 0.958877 -0.223648 1.714131  0.3241
C -1.655459 -0.174256 -1.005203  -0.6873
C -1.659411 0.164484 0.274760  -0.0552
O -1.435771 -0.696363 1.324694  -0.4621
H -2.074776 0.562379 -1.675431  0.2471
H -1.420310 -1.162532 -1.377027  0.2721
H -1.815057 1.194546 0.567888  0.3671
H -1.075941 -1.437921 0.816149  0.2792

Force components x, y, z for each atom (eV/Å):
C -0.900 -0.780 0.059
C 0.474 1.369 0.007
C 0.137 -0.925 -0.305
H -0.028 0.111 0.130
H 0.599 -0.116 -0.143
H 0.400 -0.150 0.087
H -0.301 0.268 -0.164
H 0.174 0.396 0.179
H -0.035 -0.108 0.097
C -0.647 0.288 0.125
C -0.267 0.070 0.260
O 0.336 0.324 -1.166
H 0.514 -0.001 -0.325
H -0.103 -0.093 0.038
H -0.300 -0.115 0.258
H -0.052 -0.540 0.864

***

[4]
Below is a cluster of 2 separate species, C5H10O in total at a distorted geometry, with properties calculated with the ωB97M-V functional and the def2-TZVPD basis.

Summary:
Charge = 0
Kohn-Sham gap = 10.002 eV
Energy = -7391.41877 eV
LUMO = 0.57 eV

Each line ends with the Mulliken charge.
Positions of all 16 atoms, in Å:
C -2.432635 0.392028 -0.091392  -1.2847
C -1.097208 -0.356757 -0.064074  -0.1824
C 0.102631 0.517462 0.149633  -0.6074
C 1.647439 -0.833236 0.353916  -0.7425
C 2.616740 0.118036 -0.187338  0.1776
O 2.240535 1.094555 -0.801942  -0.4888
H -3.250723 -0.325222 -0.218352  0.3501
H -2.604126 0.938312 0.841831  0.3233
H -2.492513 1.111131 -0.918448  0.3453
H -1.085612 -1.109852 0.722654  0.3201
H -0.975982 -0.878921 -1.026039  0.2602
H 0.111762 1.313653 -0.635338  0.3040
H 0.234271 1.005114 1.105215  0.3232
H 1.171766 -1.484158 -0.365317  0.2331
H 2.113307 -1.520244 1.132166  0.2992
H 3.700350 0.018095 0.002830  0.3698

Force components x, y, z for each atom (eV/Å):
C -0.018 0.019 0.059
C -0.049 -0.267 0.238
C 0.268 -0.909 0.726
C -1.103 1.058 -0.520
C 0.035 0.595 -0.597
O 1.461 0.158 -0.429
H 0.076 0.149 0.021
H 0.021 -0.064 -0.105
H 0.116 -0.135 0.146
H -0.352 -0.209 -0.024
H 0.000 0.036 0.255
H 0.884 -1.199 0.514
H -0.439 -0.069 0.309
H 0.377 -0.149 -0.593
H -1.270 1.304 -0.095
H -0.008 -0.317 0.095

***

[5]
Below is a structure of composition C5H10O at a distorted geometry, with properties calculated with the ωB97M-V functional and the def2-TZVPD basis.

Summary:
Charge = 0
Kohn-Sham gap = 9.137 eV
Energy = -7387.50806 eV
LUMO = 0.29 eV

Each line ends with the Mulliken charge.
Positions of all 16 atoms, in Å:
C -1.883624 -1.045655 -0.019107  -1.1211
C -0.497040 -0.738030 -0.149494  0.2006
C 0.282462 0.295024 -0.014638  0.4783
C -0.247520 1.716393 0.022165  -0.9245
C 1.801065 0.132978 -0.159609  -1.0163
H -2.538566 -0.140078 0.467390  0.2708
H -2.236429 -1.394473 -1.001341  0.3114
H -2.065168 -2.083433 0.644504  0.2558
H 0.030572 -1.737234 -0.413447  0.3038
H -0.921649 1.867772 1.442127  0.1979
H -1.267303 1.882524 -0.984628  0.2404
H 1.096236 2.608130 -0.116426  0.2435
H 2.285725 0.871615 0.423666  0.4468
H 2.050914 0.333569 -1.239820  0.2874
H 1.915995 -1.325121 1.050261  0.3396
O 2.194333 -1.243975 0.048395  -0.5145

Force components x, y, z for each atom (eV/Å):
C -3.916 -0.377 2.453
C 2.158 -4.154 -0.338
C 0.580 2.306 -0.570
C -0.892 1.493 0.982
C -1.234 -1.464 -2.748
H 1.303 -2.377 -1.414
H -0.454 0.534 0.198
H 0.584 2.923 -1.369
H -0.346 1.801 0.581
H 1.994 0.081 -4.251
H 3.549 -0.068 3.421
H -4.308 -2.149 0.378
H 0.812 0.481 0.961
H -0.067 -0.011 0.984
H 0.962 -0.484 -2.833
O -0.727 1.463 3.565

***

[6]
Below is a structure of composition C5H10O at a distorted geometry, with properties calculated with the ωB97M-V functional and the def2-TZVPD basis.

Summary:
Charge = 0
Kohn-Sham gap = 10.635 eV
Energy = -7392.19390 eV
LUMO = 1.16 eV

Each line ends with the Mulliken charge.
Positions of all 16 atoms, in Å:
C 1.938979 0.643820 0.075302  -1.2012
C 0.725479 -0.040183 -0.561258  -0.5580
C -0.293326 -0.627613 0.442156  -0.1839
C -1.458326 -1.033442 -0.431726  -0.4565
O -1.730434 0.379455 -0.696638  -0.4409
C -1.106713 0.644347 0.648872  -0.4821
H 2.613850 -0.098878 0.521674  0.2972
H 1.698754 1.352334 0.882780  0.2998
H 2.528895 1.194303 -0.664530  0.3561
H 1.045375 -0.754717 -1.320338  0.3923
H -0.034779 0.556802 -1.141824  0.4166
H 0.037124 -1.287659 1.255308  0.4292
H -2.332835 -1.401825 0.110959  0.3062
H -1.198636 -1.702750 -1.266430  0.2820
H -1.978060 0.661882 1.287461  0.3195
H -0.455352 1.514128 0.858232  0.2237

Force components x, y, z for each atom (eV/Å):
C 0.051 0.007 -0.040
C 0.034 -0.191 -0.348
C 0.007 0.004 -0.059
C -0.194 -0.214 -0.024
O -0.521 0.242 0.729
C -0.518 0.084 0.019
H -0.167 0.051 -0.106
H -0.162 -0.165 -0.273
H -0.138 -0.050 0.049
H 0.303 -0.475 0.291
H 2.130 0.274 0.236
H 0.052 0.376 -0.196
H 0.172 -0.373 0.033
H -0.385 0.616 -0.201
H 0.103 -0.272 0.759
H -0.768 0.086 -0.867

***

[7]
Below is an isolated molecule of C5H10O, with properties calculated with the ωB97M-V functional and the def2-TZVPD basis.

Summary:
Charge = 0
Kohn-Sham gap = 11.173 eV
Energy = -7393.65289 eV
LUMO = 1.13 eV

Each line ends with the Mulliken charge.
Positions of all 16 atoms, in Å:
C -1.364749 1.700602 -0.067881  -1.2118
C -1.195217 0.184948 0.019602  -0.2881
C -0.063355 -0.202460 0.940129  -0.0130
O 0.192843 -1.590124 1.116629  -0.4774
C 1.210657 -0.798324 0.513233  0.0666
C 1.570182 -1.129765 -0.910984  -1.3181
H -1.561729 2.132040 0.920780  0.3125
H -2.204725 1.964629 -0.718270  0.3472
H -0.464895 2.181418 -0.468646  0.3139
H -2.114266 -0.271164 0.409062  0.2556
H -1.039784 -0.237132 -0.978321  0.2262
H -0.047175 0.362498 1.877656  0.4068
H 2.071014 -0.628981 1.166507  0.4081
H 0.680507 -1.294847 -1.523486  0.3589
H 2.166747 -2.047766 -0.937138  0.3369
H 2.163946 -0.325573 -1.358873  0.2756

Force components x, y, z for each atom (eV/Å):
C 0.005 0.088 0.008
C -0.027 -0.066 -0.038
C -0.118 0.237 -0.002
O -0.044 -0.197 0.083
C 0.236 0.074 -0.115
C -0.051 -0.004 -0.026
H 0.039 -0.061 -0.148
H 0.133 -0.041 0.094
H -0.122 -0.077 0.056
H 0.116 0.063 -0.035
H -0.020 0.034 0.152
H 0.000 -0.089 -0.125
H -0.141 -0.029 -0.088
H 0.127 0.030 0.095
H -0.061 0.129 0.014
H -0.072 -0.090 0.075

***

[8]
Below is a structure of composition C5H10O at a distorted geometry, with properties calculated with the ωB97M-V functional and the def2-TZVPD basis.

Summary:
Charge = 0
Kohn-Sham gap = 10.665 eV
Energy = -7391.63767 eV
LUMO = 1.05 eV

Each line ends with the Mulliken charge.
Positions of all 16 atoms, in Å:
C 1.914792 0.077344 -0.396642  -1.5045
C 0.604277 0.142354 0.346644  0.5428
C -0.520331 0.987017 -0.250729  -1.1776
C -1.484167 -0.262988 0.464960  0.2523
O -2.580557 -0.474983 -0.355472  -0.6458
C -0.254952 -1.133771 0.392399  -0.8366
H 2.383324 1.064981 -0.454035  0.3627
H 1.764973 -0.292068 -1.418816  0.3562
H 2.599531 -0.605126 0.115019  0.3564
H 0.753709 0.498562 1.370199  0.2778
H -0.459461 0.985897 -1.367733  0.4033
H -0.646109 2.027673 0.082680  0.3495
H -1.731688 0.101145 1.465785  0.3453
H -2.011286 0.385261 -0.637327  0.3392
H -0.090259 -1.836870 1.211099  0.3091
H -0.241797 -1.664430 -0.568035  0.2701

Force components x, y, z for each atom (eV/Å):
C 0.213 -0.013 -0.016
C 0.638 -0.079 0.174
C 0.054 -0.463 0.806
C 1.694 1.358 0.533
O 0.689 1.637 -0.741
C 0.257 -0.149 0.132
H 0.011 -0.114 -0.007
H 0.014 0.063 0.160
H 0.052 0.078 -0.120
H 0.172 -0.115 -0.017
H -0.415 -0.350 0.670
H 0.049 -0.423 0.072
H 0.019 -0.201 0.100
H -3.486 -1.376 -1.826
H 0.008 0.024 -0.082
H 0.031 0.123 0.162

***

[9]
Below is a structure of composition C5H10O at a distorted geometry, with properties calculated with the ωB97M-V functional and the def2-TZVPD basis.

Summary:
Charge = 0
Kohn-Sham gap = 9.893 eV
Energy = -7390.82583 eV
LUMO = 1.17 eV

Each line ends with the Mulliken charge.
Positions of all 16 atoms, in Å:
C 2.092305 -0.600411 0.193094  -0.6221
O 1.458848 0.592875 0.618958  -0.3794
C 0.398227 0.715033 -0.182961  0.0147
C -0.893657 1.300895 0.294896  -0.5364
C -1.656460 0.098240 -0.274914  -0.5403
C -0.614624 -0.973401 -0.033204  -0.8376
H 2.560300 -0.463560 -0.797548  0.2452
H 1.020910 -1.178587 -0.008096  0.3027
H 2.876724 -0.818406 0.938173  0.2225
H 0.647495 0.819383 -1.250322  0.3358
H -0.888793 1.301810 1.389033  0.2661
H -1.205296 2.281379 -0.077009  0.2751
H -1.750051 0.234022 -1.359008  0.2480
H -2.635668 -0.096716 0.148574  0.3486
H -0.614977 -1.307051 1.023756  0.3266
H -0.795286 -1.905504 -0.623429  0.3304

Force components x, y, z for each atom (eV/Å):
C -0.446 -0.504 -0.215
O 0.108 0.446 -0.009
C -0.911 -1.769 -0.137
C -0.263 -0.027 0.015
C -0.889 0.247 0.007
C -0.509 1.034 -0.057
H -0.063 -0.019 0.206
H 3.285 -0.354 0.665
H -0.601 -0.406 -0.330
H -0.228 -0.085 0.201
H -0.091 -0.027 -0.126
H 0.246 -0.078 0.026
H -0.197 0.054 0.149
H -0.391 0.095 -0.038
H 0.288 0.546 -0.322
H 0.663 0.848 -0.033

***

[10]
Below is an isolated molecule of C5H10O at a distorted geometry, with properties calculated with the ωB97M-V functional and the def2-TZVPD basis.

Summary:
Charge = 0
Kohn-Sham gap = 10.904 eV
Energy = -7393.17749 eV
LUMO = 1.02 eV

Each line ends with the Mulliken charge.
Positions of all 16 atoms, in Å:
C 1.781897 0.168033 0.493175  -1.1307
C 0.920604 0.308499 -0.769371  -0.4822
C -0.526453 0.075688 -0.403570  1.1525
C -0.902391 -1.301739 0.097852  -1.5513
C -1.448972 1.056295 0.173470  -0.7155
O -1.630703 0.537030 -1.167346  -0.5403
H 1.694850 -0.834047 0.926845  0.3114
H 1.471694 0.886971 1.261268  0.2927
H 2.839093 0.339285 0.276594  0.3565
H 1.223134 -0.441673 -1.512191  0.2731
H 1.068774 1.295665 -1.221760  0.3255
H -0.602253 -2.070430 -0.616572  0.3258
H -0.485765 -1.501058 1.086610  0.3643
H -1.996035 -1.310920 0.163778  0.4589
H -1.454791 2.135117 0.145093  0.3386
H -1.952688 0.657287 1.066132  0.2205

Force components x, y, z for each atom (eV/Å):
C 0.059 -0.005 0.023
C -0.124 0.032 -0.071
C 0.043 -0.069 0.319
C 0.098 -0.197 0.091
C -0.093 0.224 0.122
O -0.325 0.146 0.191
H 0.028 0.156 -0.100
H 0.045 -0.090 -0.155
H -0.108 0.013 -0.015
H -0.027 0.136 0.080
H -0.175 -0.129 0.083
H 0.110 -0.047 0.114
H 0.062 -0.189 -0.097
H 0.275 -0.200 0.073
H 0.878 0.168 0.131
H -0.746 0.051 -0.788

***

What is the LUMO in the third record?
1.02 eV

***

The highest energy belongs to which entry?
number 5

***

Which value of LUMO does entry 9 give?
1.17 eV